No. 1
This record from OMol25 describes C50H43CoN8OS2Te as an isolated structure. The level of theory is wB97M-V/def2-TZVPD.

Geometry (Å):
Co: -1.60 0.19 0.96
C: 1.58 -1.75 2.94
C: 0.86 -0.82 2.19
N: -0.43 -0.98 1.96
C: -1.05 -2.02 2.56
C: -0.31 -2.95 3.27
N: 1.00 -2.82 3.45
C: -2.52 -2.01 2.43
C: -3.42 -2.94 2.89
C: -4.78 -2.72 2.69
C: -5.19 -1.59 1.97
C: -4.22 -0.71 1.52
N: -2.94 -0.92 1.80
C: -4.41 0.47 0.65
C: -5.63 0.94 0.21
N: -5.74 1.97 -0.62
C: -4.62 2.54 -1.01
C: -3.37 2.10 -0.58
N: -3.27 1.07 0.25
C: -5.78 -3.68 3.21
C: -6.90 -4.03 2.46
C: -7.81 -4.93 3.00
N: -7.67 -5.48 4.20
C: -6.60 -5.14 4.91
C: -5.63 -4.25 4.46
H: 2.64 -1.61 3.11
H: 1.33 0.07 1.78
H: -0.79 -3.80 3.73
H: -3.09 -3.84 3.40
H: -6.24 -1.41 1.79
H: -6.55 0.46 0.53
H: -4.69 3.38 -1.69
H: -2.46 2.57 -0.90
H: -7.06 -3.63 1.47
H: -8.68 -5.23 2.43
H: -6.51 -5.60 5.89
H: -4.80 -4.00 5.10
S: -1.92 0.34 4.46
C: -1.46 1.63 3.50
N: -1.24 1.70 2.17
C: -0.89 3.00 1.75
C: -0.65 3.45 0.46
C: -0.35 4.79 0.24
C: -0.27 5.70 1.29
C: -0.50 5.27 2.58
C: -0.82 3.93 2.80
S: -1.18 3.16 4.30
H: -0.69 2.76 -0.37
H: -0.18 5.13 -0.78
H: -0.04 6.74 1.10
H: -0.45 5.95 3.42
C: 6.44 3.27 -4.90
C: 5.36 2.79 -3.97
C: 4.82 3.62 -3.01
C: 3.82 3.19 -2.14
C: 3.27 4.17 -1.12
C: 3.37 1.86 -2.25
Te: 1.94 1.24 -0.79
N: -0.42 0.60 -0.55
C: -1.09 -0.26 -1.25
O: -1.86 -1.04 -0.54
C: -1.15 -0.29 -2.73
C: -1.77 -1.37 -3.36
C: -1.83 -1.43 -4.75
C: -1.28 -0.40 -5.50
C: -0.67 0.68 -4.88
C: -0.61 0.74 -3.50
C: 2.95 -0.53 -0.15
C: 2.50 -1.83 -0.39
C: 1.35 -2.18 -1.29
C: 3.17 -2.89 0.22
C: 4.27 -2.70 1.03
C: 4.98 -3.86 1.68
C: 4.71 -1.40 1.24
C: 4.07 -0.31 0.68
C: 4.62 1.07 0.96
C: 3.87 1.01 -3.24
C: 3.38 -0.39 -3.44
C: 4.87 1.49 -4.08
H: 6.73 4.30 -4.67
H: 6.11 3.24 -5.93
H: 7.33 2.64 -4.82
H: 5.17 4.64 -2.93
H: 3.68 5.16 -1.31
H: 3.55 3.88 -0.11
H: 2.19 4.24 -1.16
H: -2.19 -2.16 -2.76
H: -2.31 -2.26 -5.23
H: -1.32 -0.44 -6.58
H: -0.25 1.48 -5.47
H: -0.17 1.60 -3.01
H: 1.02 -1.35 -1.89
H: 0.49 -2.53 -0.70
H: 1.63 -2.99 -1.96
H: 2.82 -3.90 0.02
H: 4.51 -4.81 1.43
H: 4.97 -3.76 2.77
H: 6.02 -3.90 1.36
H: 5.58 -1.22 1.86
H: 5.47 1.01 1.63
H: 3.87 1.72 1.43
H: 4.95 1.56 0.04
H: 2.30 -0.46 -3.28
H: 3.87 -1.08 -2.75
H: 3.58 -0.73 -4.46
H: 5.27 0.84 -4.84

Net charge   +1
E   -4891.42829 Eh
Spin multiplicity   2
Orbital gap (alpha / beta)   6.03 / 5.34 eV
⟨S²⟩   0.778
Strongest force on any atom   0.836 eV/Å

***

No. 2
This record from OMol25 describes C50H44BrFeGeN4O8S2 as an isolated structure. The level of theory is wB97M-V/def2-TZVPD.

Geometry (Å):
Fe: 2.46 1.52 -0.88
S: 5.81 -1.65 -1.54
C: 5.18 -2.23 -0.04
C: 5.50 -3.41 0.63
C: 4.86 -3.67 1.83
C: 3.93 -2.77 2.34
C: 3.61 -1.60 1.68
C: 4.23 -1.32 0.46
N: 4.03 -0.21 -0.35
C: 4.78 -0.25 -1.40
C: 4.79 0.81 -2.41
C: 5.76 0.84 -3.41
C: 5.79 1.88 -4.31
C: 4.86 2.91 -4.18
C: 3.90 2.86 -3.19
C: 3.81 1.80 -2.28
H: 6.23 -4.10 0.22
H: 5.09 -4.59 2.36
H: 3.42 -3.00 3.27
H: 2.86 -0.92 2.05
H: 6.50 0.05 -3.48
H: 6.55 1.91 -5.09
H: 4.88 3.75 -4.86
H: 3.21 3.70 -3.10
C: -6.53 -0.08 -4.89
C: -5.47 0.29 -3.88
C: -5.43 -0.31 -2.63
C: -4.45 0.03 -1.70
C: -3.49 0.98 -2.01
C: -3.52 1.58 -3.27
C: -4.50 1.25 -4.18
S: -2.16 1.42 -0.88
O: -2.26 2.86 -0.76
O: -2.50 0.66 0.33
N: -0.86 1.02 -1.57
C: -0.64 -0.39 -1.80
C: 0.81 -0.80 -2.04
O: 1.01 -1.95 -2.42
O: 1.78 0.04 -1.87
H: -7.23 -0.80 -4.47
H: -6.08 -0.52 -5.78
H: -7.09 0.80 -5.21
H: -6.17 -1.06 -2.37
H: -4.41 -0.44 -0.73
H: -2.76 2.31 -3.51
H: -4.51 1.72 -5.16
H: -1.16 -0.74 -2.71
H: -1.00 -1.04 -0.99
O: -0.60 3.21 -7.93
C: -1.68 3.50 -7.07
N: -1.29 3.86 -5.73
C: -0.62 2.89 -5.00
O: -0.46 1.77 -5.46
C: -0.14 3.30 -3.66
C: -0.62 4.43 -2.99
C: -0.10 4.72 -1.75
C: 0.86 3.89 -1.20
N: 1.28 2.79 -1.83
C: 0.79 2.49 -3.02
H: -0.17 2.44 -7.53
H: -2.36 2.65 -7.01
H: -2.21 4.35 -7.51
H: -1.03 4.81 -5.56
H: -1.41 5.03 -3.42
H: -0.46 5.57 -1.17
H: 1.29 4.07 -0.23
H: 1.14 1.59 -3.49
Br: 3.90 3.17 0.30
O: 1.15 1.93 0.61
C: 0.89 1.06 1.50
O: 1.36 -0.08 1.53
C: -0.12 1.45 2.56
C: 0.05 0.66 3.86
Ge: -0.49 -1.23 3.99
C: 0.14 -2.63 2.78
C: 0.13 -2.51 1.39
C: 0.58 -3.53 0.58
C: 1.03 -4.72 1.14
C: 1.03 -4.88 2.52
C: 0.59 -3.84 3.33
C: 0.06 -1.79 5.81
C: -0.63 -2.79 6.50
C: -0.24 -3.19 7.77
C: 0.86 -2.60 8.38
C: 1.55 -1.60 7.71
C: 1.15 -1.20 6.44
C: -2.46 -1.23 3.98
C: -3.13 -1.28 2.77
C: -4.52 -1.15 2.72
C: -5.25 -1.00 3.89
C: -4.59 -0.95 5.11
C: -3.20 -1.05 5.15
H: -1.11 1.32 2.11
H: -0.01 2.52 2.77
H: -0.57 1.11 4.64
H: 1.09 0.73 4.18
H: -0.18 -1.57 0.94
H: 0.62 -3.39 -0.50
H: 1.40 -5.51 0.50
H: 1.39 -5.79 2.97
H: 0.62 -3.97 4.41
H: -1.49 -3.26 6.04
H: -0.79 -3.97 8.28
H: 1.17 -2.91 9.37
H: 2.41 -1.13 8.18
H: 1.72 -0.43 5.94
H: -2.59 -1.37 1.83
H: -5.01 -1.15 1.76
H: -6.32 -0.90 3.85
H: -5.15 -0.82 6.03
H: -2.70 -0.99 6.11

Net charge   -2
E   -9463.89676 Eh
Spin multiplicity   2
Orbital gap (alpha / beta)   6.84 / 6.84 eV
⟨S²⟩   0.780
Strongest force on any atom   0.678 eV/Å

***

No. 3
This record from OMol25 describes C50H44NO2P2PtSSb as an isolated structure. The level of theory is wB97M-V/def2-TZVPD.

Geometry (Å):
Pt: -0.63 0.13 1.68
C: -1.28 -1.86 4.16
P: -1.27 -1.92 2.32
C: -2.83 -2.71 1.87
C: -2.99 -4.09 1.86
C: -4.23 -4.64 1.55
C: -5.30 -3.82 1.26
C: -5.15 -2.44 1.28
C: -3.92 -1.88 1.58
C: 0.03 -3.08 1.82
C: 0.03 -3.56 0.51
C: 1.07 -4.35 0.06
C: 2.12 -4.67 0.92
C: 2.13 -4.18 2.22
C: 1.09 -3.38 2.66
C: -0.38 -0.72 4.57
C: 0.11 -0.28 5.77
C: 0.92 0.85 5.49
C: 0.88 1.04 4.13
C: 1.64 1.91 3.17
P: 1.79 0.92 1.62
C: 3.08 -0.31 2.01
C: 3.44 -0.64 3.31
C: 4.41 -1.60 3.55
C: 5.04 -2.25 2.50
C: 4.67 -1.94 1.20
C: 3.70 -0.99 0.96
C: 2.65 2.08 0.49
C: 4.03 2.23 0.47
C: 4.63 3.10 -0.42
C: 3.86 3.85 -1.29
C: 2.48 3.72 -1.26
C: 1.87 2.84 -0.38
N: 0.09 0.08 3.57
H: -0.98 -2.83 4.56
H: -2.32 -1.68 4.46
H: -2.15 -4.74 2.08
H: -4.35 -5.72 1.54
H: -6.26 -4.25 1.02
H: -5.99 -1.79 1.06
H: -3.79 -0.81 1.60
H: -0.78 -3.30 -0.16
H: 1.07 -4.72 -0.95
H: 2.93 -5.29 0.57
H: 2.95 -4.41 2.88
H: 1.12 -2.98 3.67
H: -0.08 -0.72 6.74
H: 1.49 1.43 6.20
H: 2.62 2.20 3.56
H: 1.09 2.81 2.90
H: 2.95 -0.16 4.15
H: 4.67 -1.85 4.57
H: 5.80 -2.99 2.69
H: 5.14 -2.45 0.36
H: 3.41 -0.76 -0.06
H: 4.65 1.65 1.15
H: 5.71 3.20 -0.43
H: 4.33 4.54 -1.98
H: 1.87 4.32 -1.92
H: 0.79 2.76 -0.33
C: -2.39 4.29 1.44
C: -1.99 2.84 1.69
O: -0.87 2.50 1.17
O: -2.75 2.11 2.32
H: -1.52 4.92 1.32
H: -3.02 4.64 2.24
H: -2.97 4.33 0.51
S: -1.89 -0.14 -0.31
Sb: -1.19 0.67 -2.33
C: -2.10 2.53 -2.72
C: -3.49 2.58 -2.75
C: -4.13 3.79 -2.96
C: -3.39 4.95 -3.13
C: -2.00 4.90 -3.08
C: -1.36 3.69 -2.87
C: 0.80 0.87 -2.95
C: 1.08 1.63 -4.09
C: 2.38 1.73 -4.55
C: 3.40 1.06 -3.88
C: 3.12 0.30 -2.76
C: 1.82 0.20 -2.29
C: -2.02 -0.67 -3.73
C: -3.15 -1.40 -3.37
C: -3.70 -2.31 -4.26
C: -3.12 -2.50 -5.50
C: -1.98 -1.78 -5.86
C: -1.43 -0.87 -4.97
H: -4.07 1.68 -2.59
H: -5.21 3.82 -2.99
H: -3.89 5.89 -3.30
H: -1.43 5.81 -3.19
H: -0.28 3.67 -2.81
H: 0.28 2.15 -4.61
H: 2.60 2.32 -5.43
H: 4.42 1.14 -4.24
H: 3.92 -0.21 -2.25
H: 1.59 -0.39 -1.41
H: -3.59 -1.27 -2.38
H: -4.57 -2.88 -3.97
H: -3.54 -3.21 -6.19
H: -1.53 -1.93 -6.82
H: -0.54 -0.33 -5.25

E   -3577.46651 Eh
Orbital gap   7.02 eV
Strongest force on any atom   0.985 eV/Å

***

No. 4
This record from OMol25 describes C50H45AuBrCl2F4GeNO3PS as an isolated structure. The level of theory is wB97M-V/def2-TZVPD.

Geometry (Å):
Au: 0.79 0.58 -0.46
F: -5.04 4.43 -0.97
C: -3.78 4.03 -0.93
C: -2.90 4.43 -1.91
F: -3.31 5.20 -2.91
C: -1.56 4.05 -1.83
F: -0.77 4.54 -2.78
C: -1.08 3.25 -0.80
P: 0.69 2.83 -0.60
C: 1.11 3.66 0.93
C: 1.57 2.96 2.04
C: 1.84 3.63 3.22
C: 1.65 5.00 3.30
C: 1.18 5.71 2.20
C: 0.90 5.04 1.02
C: 1.71 3.49 -1.92
C: 2.70 4.43 -1.65
C: 3.54 4.85 -2.67
C: 3.40 4.34 -3.95
C: 2.43 3.38 -4.21
C: 1.58 2.95 -3.21
C: -2.01 2.84 0.18
Br: -1.51 1.88 1.71
C: -3.33 3.22 0.10
F: -4.20 2.85 1.03
H: 1.69 1.89 1.98
H: 2.20 3.07 4.08
H: 1.87 5.52 4.23
H: 1.02 6.77 2.27
H: 0.52 5.59 0.17
H: 2.83 4.83 -0.65
H: 4.31 5.59 -2.46
H: 4.06 4.67 -4.74
H: 2.32 2.97 -5.21
H: 0.84 2.19 -3.41
O: 1.02 -1.44 0.19
S: 0.25 -2.57 -0.52
C: -1.19 -2.90 0.52
C: -0.90 -3.21 1.95
C: -0.94 -4.52 2.42
C: -0.67 -4.80 3.75
C: -0.35 -3.77 4.62
C: -0.32 -2.46 4.17
C: -0.59 -2.18 2.84
C: 1.28 -3.99 -0.13
C: 2.61 -3.91 -0.83
C: 3.77 -4.07 -0.10
C: 5.01 -4.07 -0.73
C: 5.08 -3.87 -2.10
C: 3.92 -3.69 -2.84
C: 2.68 -3.72 -2.21
H: -1.73 -3.71 0.02
H: -1.77 -1.98 0.40
H: -1.20 -5.32 1.74
H: -0.71 -5.82 4.10
H: -0.14 -3.99 5.66
H: -0.08 -1.66 4.85
H: -0.59 -1.16 2.48
H: 0.70 -4.87 -0.41
H: 1.40 -4.00 0.96
H: 3.72 -4.22 0.98
H: 5.91 -4.20 -0.15
H: 6.04 -3.86 -2.60
H: 3.97 -3.55 -3.91
H: 1.78 -3.60 -2.79
Cl: -4.74 -4.73 -1.43
C: -4.78 -4.09 0.19
C: -5.09 -4.93 1.24
C: -5.07 -4.44 2.53
C: -4.71 -3.13 2.77
C: -4.37 -2.30 1.71
Cl: -3.75 -0.72 2.06
C: -4.44 -2.74 0.38
N: -4.05 -1.96 -0.71
C: -4.58 -0.71 -1.06
C: -5.73 -0.21 -0.47
C: -6.28 1.00 -0.89
C: -5.69 1.71 -1.92
C: -4.54 1.21 -2.51
C: -3.95 0.02 -2.09
C: -2.69 -0.44 -2.78
C: -1.39 0.04 -2.15
O: -0.47 0.44 -2.87
O: -1.29 -0.01 -0.86
H: -5.34 -5.96 1.03
H: -5.33 -5.09 3.36
H: -4.65 -2.73 3.77
H: -3.73 -2.50 -1.49
H: -6.22 -0.78 0.31
H: -7.18 1.36 -0.42
H: -6.13 2.63 -2.28
H: -4.08 1.75 -3.33
H: -2.69 -0.10 -3.81
H: -2.62 -1.53 -2.83
C: 4.93 2.44 0.98
Ge: 4.21 0.64 0.70
C: 3.52 -0.17 2.34
C: 5.64 -0.45 -0.07
C: 2.85 0.61 -0.73
H: 5.43 2.47 1.95
H: 4.18 3.22 0.96
H: 5.67 2.66 0.21
H: 4.32 -0.74 2.82
H: 2.70 -0.85 2.12
H: 3.18 0.58 3.05
H: 6.52 -0.45 0.59
H: 5.95 -0.06 -1.04
H: 5.32 -1.48 -0.20
H: 2.88 -0.38 -1.20
H: 3.07 1.35 -1.50

Net charge   +1
E   -9058.62444 Eh
Orbital gap   6.57 eV
Strongest force on any atom   0.533 eV/Å